No. 1
The following is a quantum chemistry calculation of a cluster of 10 separate species, C9H38N8O10 in total at a distorted geometry, from OMol25.

Last column: Löwdin charge in e.
CARTESIAN COORDINATES (ANGSTROEM)
N 7.98383 10.12947 15.78789  0.134
C 7.22508 9.07468 16.32188  -0.667
N 7.99219 8.07504 16.83932  0.165
O 6.00261 9.16876 16.36658  0.028
H 8.95920 10.06376 16.04284  0.035
H 7.66565 11.05108 16.13052  0.116
H 8.81952 7.94144 16.28309  0.070
H 7.33500 7.31044 16.81521  0.102
N 10.71911 6.80233 7.75122  0.184
C 10.07164 6.72143 8.94713  -0.656
N 9.94860 7.81031 9.76863  0.186
O 9.60978 5.65083 9.24410  0.012
H 10.72422 5.95341 7.28060  0.083
H 11.27743 7.63914 7.57844  0.055
H 9.13710 7.72995 10.31768  0.055
H 9.94205 8.70797 9.31589  0.098
N 12.00086 7.55593 12.32957  0.193
C 11.79061 8.21647 13.49137  -0.662
N 10.78448 7.69967 14.26844  0.155
O 12.39014 9.23310 13.87468  -0.020
H 12.69752 8.00869 11.83220  0.067
H 11.43760 6.81424 11.89964  0.103
H 10.66589 8.17231 15.15040  0.067
H 10.18431 6.86666 14.07361  0.091
N 11.68215 11.11226 11.44237  0.185
C 12.39018 11.05349 10.28772  -0.650
N 13.71580 10.67504 10.48112  0.149
O 11.86413 11.15532 9.20008  0.013
H 12.12022 10.64215 12.23746  0.068
H 10.71984 10.97341 11.36072  0.051
H 14.07600 10.55373 11.43425  0.104
H 14.39823 10.92017 9.78787  0.095
C 10.82587 10.97678 18.07285  -0.201
O 10.90847 10.25910 16.91463  -0.153
H 11.24390 11.97529 18.02976  0.082
H 9.75580 10.97070 18.36185  0.085
H 11.32095 10.53106 18.93536  0.076
H 11.42104 10.72085 16.17404  0.132
C 7.92586 10.51456 11.90936  -0.127
O 9.03402 9.66095 11.61722  -0.150
H 6.98669 10.06691 11.87081  0.044
H 7.93933 10.97302 12.93464  0.088
H 7.96632 11.27018 11.15571  0.074
H 9.08478 9.04343 12.36506  0.063
C 6.14276 6.85308 13.17238  -0.104
O 7.16343 7.31866 12.29517  -0.174
H 5.62598 7.74833 13.51428  0.087
H 5.55133 6.15043 12.69449  0.056
H 6.63300 6.29748 14.02047  0.096
H 6.90135 7.14427 11.35258  0.083
C 9.14194 4.48005 12.26530  -0.131
O 9.43194 5.78701 12.66672  -0.176
H 9.16053 4.34633 11.19536  0.058
H 9.87310 3.91034 12.81159  0.079
H 8.14599 4.21511 12.69009  0.096
H 8.60506 6.28099 12.76473  0.027
C 6.06422 4.86684 8.99850  -0.095
O 6.76074 5.74279 9.93164  -0.170
H 5.56065 5.54189 8.29058  0.081
H 6.78788 4.26778 8.44242  0.083
H 5.39726 4.27121 9.61703  0.076
H 7.69698 5.63801 9.71196  0.020
O 12.14933 9.21166 7.09317  -0.120
H 12.23739 9.79258 6.27822  0.083
H 12.06908 9.85604 7.86600  0.025

Cartesian forces (eV/Å) of the 6 atoms listed first:
N 0.02 0.71 0.60
C -1.06 3.30 -0.26
N -1.04 -0.81 -0.40
O 1.11 -0.90 0.17
H 0.36 -0.04 -0.02
H -0.23 -0.86 -0.66

The value obtained for the HOMO energy is -0.363 Ha. Its total charge is 0. The molar mass comes out at 418.449 g mol⁻¹. As for the LUMO energy: 0.021 hartree. The value obtained for the frontier orbital gap is 10.44 eV. The calculation puts the largest force on an atom at 3.783 eV/Å. Its structure (SMILES) is NC(N)=O.NC(N)=O.NC(N)=O.NC(N)=O.CO.CO.CO.CO.CO.O. For the electronic energy, the calculation gives -1556.2485 Eh.

---

No. 2
The following is a quantum chemistry calculation of a structure of composition C9H3Cl5NO2TeZr, from OMol25.

Last column: Löwdin charge in e.
CARTESIAN COORDINATES (ANGSTROEM)
Zr -0.98786 1.97406 -0.06030  1.274
Cl 2.51865 -4.49853 -0.46860  0.757
C 1.45687 -3.14527 -0.43387  -0.645
C 0.05280 -3.39779 -0.57284  -0.041
C -0.86889 -2.40047 -0.56263  -0.573
Cl -2.53965 -2.70914 -0.73771  0.807
C -0.45544 -1.03738 -0.39924  -0.399
O -1.30435 -0.10276 -0.38604  -0.208
C 0.98118 -0.78279 -0.24706  -0.532
C 1.50986 0.56646 -0.50233  -0.485
O 0.75800 1.52754 -0.98998  -0.333
C 1.92021 -1.89323 -0.28576  -0.110
H -0.28036 -4.42150 -0.68722  0.127
H 2.57999 0.65181 -0.66697  0.130
H 2.97902 -1.68871 -0.19560  0.132
Cl -2.18749 5.47414 0.78675  0.709
C -1.36205 4.03988 1.18285  -1.297
Cl 0.39537 4.07937 1.30564  0.680
Cl -2.33878 2.77734 -1.72615  0.133
C -1.90787 2.97695 1.87531  -0.427
N -2.08668 1.81087 1.98595  0.075
Te 1.16746 0.19913 1.78579  1.228

Cartesian forces (eV/Å) of the 6 atoms listed first:
Zr 0.36 -0.21 0.02
Cl -0.04 0.06 0.00
C -0.03 -0.13 -0.01
C 0.03 -0.01 0.00
C 0.08 0.17 0.03
Cl -0.05 -0.04 0.00

The value obtained for the HOMO energy is -0.461 Ha. Its total charge is +1. The molar mass comes out at 553.217 g mol⁻¹. As for the LUMO energy: -0.211 hartree. The value obtained for the frontier orbital gap is 6.78 eV. The calculation puts the largest force on an atom at 0.423 eV/Å. As for the energy above the lowest of the compared OMol25 structures with the same formula, charge and spin: 0.000 eV. For the electronic energy, the calculation gives -3165.8466 Eh.

---

No. 3
The following is a quantum chemistry calculation of a structure of composition C9H40Br2N2O16S at a distorted geometry, from OMol25.

Last column: Löwdin charge in e.
CARTESIAN COORDINATES (ANGSTROEM)
C 2.80063 -1.42893 -0.65876  -0.150
C 3.28022 0.00502 -0.55349  -0.765
Br 4.87064 0.16592 -1.70121  0.697
C 2.27105 1.04798 -1.05075  -0.662
Br 2.82750 2.81054 -0.31855  0.730
C 0.86964 0.75846 -0.56380  -0.291
C 0.62363 0.76474 0.83863  -0.064
C -0.62372 0.47133 1.30452  -0.014
C -1.61385 0.18366 0.33176  -0.364
N -2.91781 -0.09006 0.60085  -0.240
S -3.65431 -0.34695 -0.77091  1.070
N -2.45290 -0.13826 -1.81451  -0.196
C -1.38204 0.16536 -1.05831  -0.352
C -0.07938 0.47364 -1.51771  0.054
H 1.84791 -1.60649 -0.16761  0.081
H 2.72908 -1.75429 -1.69216  0.080
H 3.52843 -2.05798 -0.16221  0.053
H 3.55890 0.26027 0.46022  0.071
H 2.29909 1.18885 -2.12142  0.063
H 1.43188 0.97869 1.51333  0.085
H -0.83473 0.44705 2.35962  0.102
H 0.20974 0.50150 -2.55490  0.100
O 6.47508 3.50971 0.18262  -0.079
H 5.51464 3.51516 0.26327  -0.042
H 6.71052 4.42971 0.03108  0.031
O 3.05178 -4.25831 0.71153  -0.061
H 3.83627 -4.81618 0.67911  -0.014
H 2.32498 -4.88419 0.79247  0.037
O 0.58907 1.99284 -4.27943  -0.057
H 1.27727 2.62476 -4.51141  0.031
H -0.14214 2.24608 -4.85144  0.041
O -2.53779 3.33056 0.73556  -0.042
H -1.74646 2.77715 0.72644  0.018
H -3.26624 2.69898 0.77897  0.021
O -5.51557 2.23839 2.64144  -0.057
H -5.10821 2.93026 3.17271  0.026
H -4.79529 1.61498 2.49445  0.012
O 6.01238 -5.05532 0.70768  -0.038
H 6.50143 -4.56040 1.37295  0.054
H 6.55270 -4.98948 -0.08603  0.055
O 0.85066 4.78015 -4.76047  -0.047
H 1.69507 5.20799 -4.58245  0.050
H 0.23106 5.22712 -4.17449  0.053
O 1.32336 -0.13414 3.72011  -0.048
H 2.14686 -0.51718 3.40016  0.042
H 0.84911 -0.88796 4.08658  0.049
O -2.68384 2.18070 3.77834  -0.052
H -2.30091 2.54993 4.58219  0.050
H -2.33460 2.74180 3.07248  0.027
O -4.17587 0.69979 -4.70329  -0.056
H -3.86320 0.09278 -4.01930  0.012
H -3.41626 1.26776 -4.85677  0.038
O -3.64448 0.81529 6.66044  -0.051
H -3.45411 1.15870 5.78248  -0.004
H -4.56738 1.04120 6.81077  0.038
O -7.96915 4.44880 3.07388  -0.054
H -7.59624 5.16414 3.59694  0.030
H -7.23859 3.83511 2.93788  -0.001
O -0.63007 -0.37373 -6.05446  -0.056
H -0.20766 0.32724 -5.54678  -0.014
H 0.06470 -1.02550 -6.18424  0.037
O 3.37496 -6.87990 2.25533  -0.039
H 4.22277 -6.44244 2.11490  0.029
H 3.09245 -6.58168 3.12555  0.057
O 2.93600 -9.49674 0.59783  -0.065
H 3.79572 -9.40043 0.17950  0.028
H 2.86856 -8.73281 1.18319  -0.008
O -5.99752 0.08398 -2.52104  -0.117
H -5.77542 0.37629 -3.41615  0.007
H -6.91998 0.32900 -2.40374  0.043

Cartesian forces (eV/Å) of the 6 atoms listed first:
C 0.28 -0.09 0.13
C -0.39 0.12 -0.86
Br 0.10 0.08 0.39
C -0.16 0.05 0.80
Br -0.07 0.04 -0.23
C 0.33 0.29 -0.85

The value obtained for the HOMO energy is -0.342 Ha. Its total charge is 0. The molar mass comes out at 624.292 g mol⁻¹. As for the LUMO energy: -0.025 hartree. The value obtained for the frontier orbital gap is 8.63 eV. The calculation puts the largest force on an atom at 1.526 eV/Å. For the electronic energy, the calculation gives -7226.5050 Eh.

---

Number 3 is which compound? C9H40Br2N2O16S

---

Which formula does entry 2 have? C9H3Cl5NO2TeZr

---

The highest LUMO energy belongs to which entry? C9H38N8O10